# 1
{
  "formula": "C18H42N3O3",
  "method": "ωB97M-V/def2-TZVPD",
  "gap_ev": 4.170,
  "total_energy_ev": -29957.4998,
  "charge": -1,
  "homo_energy_ev": -1.4,
  "species": ["N", "C", "N", "N", "C", "C", "C", "C", "C", "C", "C", "C", "C", "O", "H", "H", "H", "H", "H", "H", "H", "H", "H", "H", "H", "H", "H", "H", "H", "H", "H", "H", "H", "H", "H", "H", "C", "C", "O", "C", "C", "H", "H", "H", "H", "H", "H", "H", "H", "H", "H", "C", "C", "O", "C", "C", "H", "H", "H", "H", "H", "H", "H", "H", "H", "H"],
  "coordinates": [[-0.92686, -3.24741, 0.58190], [-0.30326, -2.58736, -0.31352], [0.21568, -3.30725, -1.43507], [-0.06274, -1.21716, -0.25143], [0.71436, -0.49481, -1.25687], [0.37929, 0.99016, -1.16276], [-0.89629, 1.35982, -1.94211], [-1.90992, 2.17226, -1.10804], [-2.40978, 1.59236, 0.20954], [-3.77039, 0.91083, 0.17321], [-3.79943, -0.62160, -0.05299], [-3.69423, -1.02710, -1.52919], [-5.04079, -1.39749, -2.13084], [-5.10661, -1.20729, -3.54846], [-1.23585, -2.60095, 1.30839], [1.01328, -2.83417, -1.84014], [-0.49471, -3.40280, -2.15013], [-0.90327, -0.68707, -0.01806], [1.78198, -0.68799, -1.10827], [0.45314, -0.83769, -2.26935], [1.23400, 1.57989, -1.50643], [0.23164, 1.24984, -0.11085], [-1.37794, 0.43411, -2.28132], [-0.61550, 1.91252, -2.85131], [-1.43852, 3.16423, -0.97767], [-2.78162, 2.37355, -1.75287], [-1.67004, 0.89025, 0.63116], [-4.37331, 1.37637, -0.62780], [-4.35184, 1.09449, 1.09127], [-4.71837, -1.05870, 0.37081], [-2.97714, -1.07061, 0.51464], [-3.29612, -0.17816, -2.09623], [-2.98911, -1.85292, -1.67673], [-5.27258, -2.45513, -1.98662], [-5.83460, -0.82049, -1.63768], [-4.84779, -0.29999, -3.72282], [5.70618, -4.04354, 0.88478], [4.75239, -2.86232, 0.79897], [3.54533, -3.14200, 0.12252], [2.73094, -4.16310, 0.69225], [2.29294, -3.88420, 2.11767], [5.93110, -4.42848, -0.11112], [6.64001, -3.72740, 1.35386], [5.29418, -4.85713, 1.48274], [5.21212, -2.05684, 0.22402], [4.55495, -2.46850, 1.80323], [3.23448, -5.13526, 0.62118], [1.85522, -4.20579, 0.04775], [3.13034, -3.86605, 2.81905], [1.60163, -4.66520, 2.43595], [1.76743, -2.92988, 2.16927], [2.30613, 4.54373, 2.56294], [1.86040, 3.80601, 1.30811], [0.51218, 3.40699, 1.31910], [-0.45795, 4.44245, 1.41590], [-0.35634, 5.47553, 0.30334], [2.11015, 3.93852, 3.44945], [3.37773, 4.74872, 2.51060], [1.78973, 5.49778, 2.67853], [2.42327, 2.87526, 1.20997], [2.09043, 4.41282, 0.42177], [-0.37913, 4.94282, 2.39077], [-1.41429, 3.91422, 1.36444], [0.58969, 6.02310, 0.31898], [-1.16047, 6.20562, 0.41721], [-0.46554, 4.99559, -0.66862]],
  "forces_ev_per_angstrom": [[-0.2, 0.1, -0.2], [0.1, 0.0, -0.1], [0.2, 0.1, 0.2], [-0.1, -0.1, -0.3], [-0.1, -0.1, -0.2], [0.0, 0.1, 0.1], [-0.1, -0.1, 0.0], [-0.1, 0.1, 0.0], [0.0, -0.3, -0.3], [-0.1, 0.0, -0.1], [0.0, -0.1, 0.1], [0.1, 0.0, -0.1], [-0.2, 0.0, -0.1], [0.0, -0.2, 0.0], [0.0, 0.0, 0.0], [-0.1, 0.1, -0.1], [0.0, -0.1, 0.1], [0.1, 0.0, 0.4], [0.0, 0.0, 0.1], [0.1, 0.0, 0.0], [0.0, 0.0, -0.1], [0.1, 0.0, 0.0], [0.1, 0.0, 0.0], [0.0, 0.0, 0.0], [0.0, 0.0, 0.0], [0.0, 0.0, 0.0], [0.0, 0.2, 0.2], [0.0, 0.0, 0.1], [0.1, 0.0, 0.0], [0.0, 0.0, 0.0], [-0.1, 0.0, 0.0], [0.0, 0.0, 0.1], [0.0, 0.0, 0.0], [0.0, 0.0, 0.1], [0.1, 0.0, -0.1], [0.1, 0.1, 0.0], [0.0, 0.0, 0.0], [0.0, 0.0, 0.0], [0.0, 0.0, 0.0], [-0.1, 0.0, 0.0], [0.0, 0.0, 0.0], [0.0, 0.0, 0.0], [0.0, 0.0, 0.0], [0.0, 0.0, 0.0], [0.0, 0.0, 0.0], [0.0, 0.0, 0.0], [0.1, 0.0, 0.0], [0.0, -0.1, 0.0], [0.0, 0.0, 0.0], [0.0, 0.0, 0.0], [0.0, 0.0, 0.0], [0.0, 0.0, 0.0], [0.0, 0.0, 0.0], [0.0, 0.0, 0.0], [0.1, 0.0, -0.1], [0.0, 0.0, 0.0], [0.0, 0.0, 0.0], [0.0, 0.0, 0.0], [0.0, 0.0, 0.0], [0.0, 0.0, 0.0], [0.0, 0.0, 0.0], [0.0, 0.0, 0.0], [0.0, -0.1, 0.0], [0.0, 0.0, 0.0], [0.0, 0.0, 0.0], [0.0, 0.0, 0.0]]
}

***

# 2
{
  "formula": "C41H55F3N3OP2SiV",
  "method": "ωB97M-V/def2-TZVPD",
  "s2": 3.77,
  "e_above_lowest_kcal_mol": 0.0,
  "gap_ev": [7.107, 7.017],
  "total_energy_ev": -110223.6145,
  "charge": -1,
  "homo_energy_ev": [-4.7, -4.6],
  "spin_multiplicity": 4,
  "species": ["V", "C", "Si", "C", "C", "C", "C", "C", "C", "P", "C", "C", "C", "C", "C", "C", "C", "C", "C", "C", "C", "C", "C", "C", "C", "C", "C", "C", "P", "C", "C", "C", "C", "C", "C", "C", "C", "C", "C", "C", "C", "H", "H", "H", "H", "H", "H", "H", "H", "H", "H", "H", "H", "H", "H", "H", "H", "H", "H", "H", "H", "H", "H", "H", "H", "H", "H", "H", "H", "H", "H", "H", "H", "H", "H", "H", "H", "H", "H", "H", "H", "H", "H", "H", "H", "H", "H", "H", "H", "H", "H", "H", "H", "H", "H", "H", "O", "N", "C", "C", "N", "C", "N", "F", "C", "F", "F"],
  "coordinates": [[1.99032, 0.87472, -0.22178], [1.87551, 1.92388, 4.03211], [1.45330, 0.82251, 2.46706], [-0.46206, 0.53160, 2.70910], [-0.98010, 0.09615, 3.95603], [-2.33580, -0.13246, 4.17597], [-3.17792, -0.00380, 3.06601], [-2.71698, 0.47836, 1.84717], [-1.37175, 0.78849, 1.66110], [-0.74206, 1.59410, 0.10508], [-1.31606, 3.33942, 0.57482], [-0.70578, 3.76208, 1.92794], [-0.63124, 5.27317, 2.07787], [-1.90182, 5.92778, 1.55346], [-2.03867, 5.63946, 0.03956], [-1.13355, 4.47691, -0.43645], [-1.98680, 1.17706, -1.23725], [-3.29294, 1.98814, -1.31686], [-4.28445, 1.36460, -2.32750], [-3.68602, 1.37418, -3.74369], [-2.26458, 0.82669, -3.75636], [-1.34959, 1.33250, -2.62455], [1.91683, -0.95660, 3.11265], [2.20713, -1.28399, 4.45359], [2.50113, -2.56092, 4.84727], [2.61507, -3.57030, 3.88719], [2.39675, -3.27040, 2.54923], [2.01770, -1.97147, 2.15942], [1.70227, -1.63849, 0.31727], [2.76963, -2.96960, -0.54816], [2.33654, -4.42224, -0.64041], [1.63723, -4.82358, -1.93291], [2.36825, -4.40537, -3.20759], [2.61808, -2.90816, -3.17525], [3.37818, -2.54967, -1.89232], [-0.12768, -2.09569, 0.11156], [-0.62249, -3.45579, 0.63679], [-2.14338, -3.51918, 0.61407], [-2.80063, -2.72659, -0.49961], [-1.87411, -2.60677, -1.72001], [-0.51646, -1.98240, -1.36174], [1.21732, 1.67867, 4.87471], [1.61740, 2.94717, 3.78073], [2.92325, 1.82453, 4.32040], [-0.26663, -0.08590, 4.76009], [-2.72378, -0.50422, 5.14143], [-4.22977, -0.16418, 3.22580], [-3.41798, 0.67736, 1.04989], [-2.37548, 3.22554, 0.72140], [0.27805, 3.37477, 2.12871], [-1.34111, 3.41295, 2.74155], [0.25806, 5.66613, 1.54936], [-0.48093, 5.48295, 3.13729], [-1.88802, 7.02798, 1.69954], [-2.77916, 5.56337, 2.10200], [-1.76222, 6.52893, -0.49310], [-3.08394, 5.43177, -0.23119], [-0.08426, 4.77778, -0.50055], [-1.43327, 4.14833, -1.44521], [-2.26416, 0.12909, -1.05204], [-3.04144, 3.00602, -1.66158], [-3.75751, 2.15444, -0.33408], [-5.21251, 1.92193, -2.29949], [-4.52576, 0.32443, -2.01132], [-3.58676, 2.39132, -4.11322], [-4.34027, 0.77251, -4.36068], [-1.82936, 1.08674, -4.69785], [-2.25936, -0.26561, -3.70649], [-1.17389, 2.40433, -2.75684], [-0.38847, 0.79413, -2.75775], [2.12682, -0.47329, 5.18577], [2.74303, -2.79741, 5.88620], [2.93859, -4.56273, 4.19680], [2.54618, -4.03387, 1.79616], [3.63198, -2.89634, 0.09052], [1.68789, -4.68948, 0.20880], [3.23793, -5.00627, -0.58424], [0.66532, -4.34515, -2.01565], [1.45554, -5.88029, -1.87229], [1.81022, -4.70309, -4.11298], [3.31359, -4.91902, -3.31245], [1.71116, -2.34312, -3.25356], [3.26193, -2.63149, -3.99946], [3.56291, -1.47455, -1.89782], [4.30638, -3.11637, -1.91956], [-0.62127, -1.30841, 0.68358], [-0.25297, -3.61733, 1.64328], [-0.19940, -4.22879, -0.02449], [-2.51360, -3.08413, 1.57182], [-2.49080, -4.54179, 0.52465], [-3.07756, -1.73117, -0.12607], [-3.73223, -3.23270, -0.75994], [-2.34007, -1.97721, -2.47863], [-1.74548, -3.59251, -2.18987], [-0.43285, -0.93486, -1.67659], [0.23751, -2.45795, -1.97064], [1.95992, 0.59107, -2.54859], [3.03121, 0.59960, -3.29988], [4.21536, 0.82522, -2.71521], [4.18318, 0.89550, -1.29421], [4.22437, 0.94029, -0.14535], [5.30703, 0.63348, -3.61409], [6.19891, 0.33550, -4.26499], [2.00408, 3.95354, 0.42125], [2.42279, 3.11172, -0.56554], [3.60298, 3.74095, -0.93415], [1.65037, 3.48087, -1.68396]],
  "forces_ev_per_angstrom": [[-0.7, 1.2, -0.2], [-0.6, -0.5, -0.6], [0.1, -0.4, 0.5], [-0.3, 0.4, 0.2], [0.3, 0.1, -0.3], [0.3, -0.4, -0.6], [-0.1, 0.5, 0.5], [-0.1, 0.1, 0.2], [0.3, -0.3, 0.1], [-0.1, 0.4, 0.1], [1.3, -0.3, 0.0], [-0.5, 0.3, 0.3], [0.3, 0.4, 0.0], [0.0, 0.5, -0.2], [0.0, -0.4, -0.1], [-0.3, -0.2, -0.1], [-0.3, -0.1, -0.1], [-0.3, 0.3, 0.2], [0.7, -0.2, 0.5], [0.3, -0.3, 1.1], [-0.1, -0.5, 0.7], [0.2, -0.4, -0.5], [0.3, 0.3, -0.3], [-0.7, 1.1, -0.3], [0.6, -0.8, 0.2], [0.2, 0.1, 0.0], [-0.1, 0.2, 0.2], [0.2, -0.8, -0.8], [-0.5, -0.6, 0.4], [-0.6, 1.0, -0.2], [-0.8, 0.1, 0.3], [-0.2, 0.6, -0.3], [-0.4, -0.2, -0.3], [0.8, -0.4, 0.6], [-0.5, 0.3, -0.3], [0.4, -0.4, 0.1], [0.6, 0.2, -0.6], [-0.4, 0.6, 1.1], [0.1, 0.3, -0.5], [-0.4, 0.2, 0.1], [0.3, 0.5, -0.2], [0.2, -0.2, 0.0], [0.4, 0.3, 0.0], [0.0, 0.2, 0.0], [-0.2, 0.1, -0.1], [0.3, 0.4, -0.6], [-0.3, -0.2, -0.2], [-0.2, -0.2, 0.0], [-0.6, -0.1, 0.1], [0.4, -0.4, -0.3], [-0.1, -0.3, 0.0], [-0.4, -0.1, 0.2], [0.0, 0.2, 0.1], [0.0, -0.6, 0.1], [0.1, -0.1, 0.0], [0.2, 0.5, -0.5], [0.2, -0.1, 0.1], [-0.2, -0.1, 0.0], [0.2, 0.3, 0.3], [0.1, 0.0, -0.1], [-0.1, -0.3, 0.0], [-0.1, -0.3, -0.3], [-0.3, 0.1, -0.1], [0.2, 0.5, -0.2], [-0.5, 0.3, -0.1], [-0.1, 0.1, -0.6], [0.5, 0.1, -0.7], [-0.1, -0.1, 0.0], [0.3, 0.0, -0.1], [-0.4, 0.6, 0.4], [0.2, -0.4, -0.1], [-0.2, 0.1, -0.2], [-0.1, 0.1, -0.2], [0.0, 0.0, 0.2], [0.3, -0.1, 0.7], [0.4, -0.1, -0.3], [0.5, -0.5, 0.2], [-0.3, -0.1, 0.3], [-0.1, -0.7, -0.2], [-0.1, 0.2, 0.4], [0.5, -0.2, 0.2], [-0.6, 0.4, -0.1], [0.0, 0.2, -0.4], [0.3, -0.2, 0.1], [0.5, 0.2, -0.2], [-0.1, 0.0, 0.1], [0.1, -0.2, 0.2], [-0.3, 0.1, 0.3], [0.1, -0.6, -0.4], [0.1, -0.4, 0.3], [0.1, -0.1, -0.2], [-0.1, 0.2, -0.2], [-0.1, -0.1, -0.1], [0.1, 0.1, 0.2], [-0.3, -0.2, 0.1], [0.2, -0.2, -0.1], [1.9, 0.0, -0.1], [-1.3, 0.3, 0.9], [-2.1, -0.5, -0.8], [1.4, 0.1, -1.0], [0.5, -0.5, 1.1], [-0.3, 0.0, 1.5], [0.7, 0.0, -0.7], [-0.6, 0.4, 0.7], [-0.3, 0.0, -0.9], [0.7, -0.7, 0.2], [-0.6, 0.0, 0.1]]
}